C70H154N8O22P as an isolated structure in a non-equilibrium geometry, computed with wB97M-V/def2-TZVPD.

ORCA input file:
```
! RIJCOSX wB97M-V def2-TZVPD def2/J DEFGRID3
* xyz 3 1
C -2.5262 2.9565 0.9060
C -3.8931 3.4454 0.5102
O -4.9046 3.2599 1.1895
N -4.0787 4.2065 -0.8422
H -3.4961 3.6647 -1.4644
H -5.0525 4.1491 -1.1042
C -3.4959 5.6027 -0.6738
H -2.0855 3.4336 1.7814
H -1.7139 3.1775 0.2137
H -2.5413 1.8730 1.0245
H -3.7691 5.9720 -1.6623
H -2.4343 5.4959 -0.4507
H -3.9200 6.1639 0.1588
C 1.1169 -3.9812 4.1823
C 1.8320 -2.6805 4.1342
O 1.3847 -1.5600 3.8982
N 3.3042 -2.7406 4.4459
H 3.6794 -2.2424 5.2403
H 3.4815 -3.7272 4.5695
C 4.1970 -2.1284 3.2484
H 0.0637 -3.7438 4.0318
H 1.1915 -4.4525 5.1624
H 1.3846 -4.6659 3.3776
H 3.8538 -2.3971 2.2493
H 5.2478 -2.3609 3.4214
H 4.0285 -1.0521 3.2136
C 1.0533 -2.2145 -0.6521
C 0.2876 -1.9536 0.6515
O 0.2401 -2.7830 1.5460
N -0.3784 -0.6160 0.7891
H -0.9739 -0.5230 -0.0214
H -1.0767 -0.6483 1.5181
C 0.6777 0.4578 0.9442
H 1.7079 -3.0602 -0.4413
H 1.5090 -1.2924 -1.0127
H 0.3998 -2.5663 -1.4503
H 0.8747 0.9082 -0.0286
H 1.6359 0.0999 1.3209
H 0.3772 1.2488 1.6314
C -3.2947 -6.7998 3.7737
C -2.1811 -6.1194 4.6217
O -1.0603 -6.3745 4.3591
N -2.5623 -5.0508 5.7557
H -3.2425 -5.5734 6.2889
H -1.7194 -4.7521 6.2252
C -3.3376 -3.8190 5.2649
H -3.0136 -7.2692 2.8310
H -4.1678 -6.1476 3.7500
H -3.5069 -7.6131 4.4676
H -3.5264 -3.0424 6.0061
H -4.3253 -4.1963 4.9999
H -2.7953 -3.4536 4.3929
C -6.1079 -1.0637 -0.9275
C -6.7945 -2.4478 -0.9432
C -5.8883 -3.4822 -0.3642
C -4.8962 -4.1437 -1.4036
N -4.1903 -5.5091 -0.9308
C -3.4890 -5.4503 0.4309
C -2.1403 -4.8816 0.1625
C -1.8559 -5.1851 -1.2956
C -3.0159 -5.8722 -1.8701
C -5.1961 -6.6996 -0.9280
H -5.2396 -1.2053 -1.5710
H -5.7251 -0.8127 0.0617
H -6.6773 -0.1866 -1.2350
H -7.1995 -2.6118 -1.9418
H -7.7019 -2.4251 -0.3398
H -6.5874 -4.2023 0.0609
H -5.5149 -2.9718 0.5236
H -4.0933 -3.4200 -1.5438
H -5.3934 -4.3702 -2.3468
H -3.3657 -6.5072 0.6672
H -4.0468 -4.9550 1.2256
H -1.4100 -5.2721 0.8712
H -2.1809 -3.8009 0.2987
H -0.9453 -5.7833 -1.2629
H -1.5214 -4.2998 -1.8364
H -2.9630 -6.9551 -1.9824
H -3.4510 -5.4937 -2.7950
H -4.5373 -7.5378 -0.7008
H -5.5850 -6.7140 -1.9462
H -5.9070 -6.3697 -0.1704
C -0.3669 -0.1605 -12.6993
C -1.5315 -1.1096 -12.2266
C -2.0502 -0.7962 -10.8212
C -0.9458 -0.8766 -9.7245
N -1.2837 -0.2636 -8.3429
C -1.6113 1.2784 -8.3064
C -1.1639 1.7559 -6.9058
C -0.2964 0.6346 -6.3002
C 0.0068 -0.3357 -7.4808
C -2.4245 -1.0184 -7.5775
H -0.1429 -0.3498 -13.7491
H 0.6025 -0.3896 -12.2569
H -0.5601 0.9098 -12.6272
H -1.3089 -2.1762 -12.2567
H -2.3138 -1.1019 -12.9856
H -2.9103 -1.3811 -10.4952
H -2.4457 0.2195 -10.8312
H -0.2046 -0.1071 -9.9406
H -0.3667 -1.7963 -9.6425
H -2.6377 1.4174 -8.6459
H -0.9814 1.7947 -9.0308
H -2.0767 1.9321 -6.3367
H -0.5846 2.6776 -6.9597
H -0.6639 -0.0699 -5.5540
H 0.6453 0.9548 -5.8545
H 0.0664 -1.3644 -7.1255
H 0.9210 -0.1191 -8.0334
H -2.0428 -2.0370 -7.5081
H -3.3794 -0.9791 -8.1016
H -2.3905 -0.4788 -6.6311
C 3.1911 -5.9254 1.1851
C 2.6608 -5.9068 -0.1872
C 3.6267 -5.0937 -1.1602
C 3.0683 -4.6713 -2.5771
N 4.1084 -4.0568 -3.4622
C 4.7908 -2.8281 -2.8362
C 5.1734 -1.9651 -4.0916
C 4.4007 -2.5202 -5.3556
C 3.4373 -3.6168 -4.7608
C 5.2780 -5.0755 -3.7745
H 4.1792 -6.3698 1.3040
H 2.5520 -6.4621 1.8863
H 3.3647 -4.9734 1.6867
H 1.6426 -5.5200 -0.2274
H 2.5453 -6.9606 -0.4407
H 4.4423 -5.7911 -1.3513
H 4.2251 -4.2814 -0.7475
H 2.2729 -3.9509 -2.3861
H 2.5951 -5.4119 -3.2218
H 5.6092 -3.1666 -2.2007
H 3.9808 -2.3031 -2.3298
H 6.2397 -1.8818 -4.3016
H 5.0264 -0.8958 -3.9395
H 5.1241 -3.0180 -6.0014
H 4.0136 -1.6230 -5.8386
H 3.2603 -4.3955 -5.5027
H 2.5001 -3.1428 -4.4688
H 5.9268 -4.7317 -4.5800
H 4.8458 -6.0510 -3.9973
H 5.8639 -5.0672 -2.8554
C -7.7195 2.1527 3.6453
C -6.7063 1.2783 4.2815
C -5.4609 2.0852 4.5791
C -4.4199 1.1925 5.1776
N -3.1011 1.8491 5.7587
C -2.4446 2.8105 4.7907
C -1.2124 2.0240 4.1731
C -0.7847 1.1966 5.2689
C -2.0333 0.7896 6.0687
C -3.4899 2.6089 7.1471
H -8.7020 1.6806 3.6401
H -7.4778 2.3558 2.6021
H -7.9064 3.0956 4.1593
H -6.4709 0.4126 3.6624
H -7.1909 1.0041 5.2186
H -5.6360 3.0302 5.0934
H -5.1184 2.5921 3.6770
H -4.2061 0.4632 4.3963
H -4.6852 0.5937 6.0490
H -2.0860 3.6800 5.3416
H -3.0855 3.2068 4.0032
H -0.4390 2.6312 3.7027
H -1.5337 1.3080 3.4166
H -0.0801 1.7630 5.8779
H -0.4094 0.2519 4.8755
H -1.8212 0.7600 7.1374
H -2.3983 -0.1732 5.7109
H -3.7728 1.8199 7.8439
H -4.2431 3.3939 7.0793
H -2.6430 3.1790 7.5289
C 6.6995 6.5615 -0.7147
C 6.0262 5.2446 -0.5203
C 6.0439 4.7610 0.9870
C 5.1737 5.5511 2.0507
P 3.3238 5.2280 2.1961
C 2.7159 6.7667 3.1068
C 3.7291 7.2639 4.1335
C 3.3312 8.4274 5.0935
C 3.2819 9.8071 4.3854
C 2.6382 5.1855 0.4496
C 2.5851 3.7575 -0.1173
C 2.0146 3.7069 -1.5283
C 0.4917 4.0271 -1.5531
C 3.1946 3.6220 3.0715
C 3.5413 3.6201 4.6007
C 2.5564 2.7302 5.3784
C 2.7218 1.3317 4.8165
H 6.8275 6.7375 -1.7828
H 7.6835 6.4436 -0.2610
H 6.2233 7.4010 -0.2081
H 6.4289 4.4666 -1.1687
H 5.0818 5.3078 -1.0609
H 7.0757 4.7770 1.3382
H 5.7502 3.7203 0.8498
H 5.3220 6.5950 1.7743
H 5.5971 5.5238 3.0548
H 1.7508 6.7862 3.6129
H 2.8490 7.5038 2.3149
H 4.5367 7.7065 3.5503
H 4.0164 6.5128 4.8693
H 4.1731 8.6915 5.7336
H 2.5620 8.1237 5.8035
H 4.2366 10.1624 3.9976
H 3.0388 10.5652 5.1299
H 2.4485 9.8703 3.6857
H 3.2477 5.9591 -0.0176
H 1.6254 5.5874 0.4184
H 1.9111 3.1785 0.5140
H 3.5966 3.3512 -0.1174
H 2.2343 2.8320 -2.1401
H 2.5644 4.5138 -2.0128
H 0.0204 3.2771 -0.9179
H 0.2102 3.8589 -2.5926
H 0.2414 5.0083 -1.1496
H 3.7939 2.9613 2.4451
H 2.2004 3.2344 2.8492
H 3.4815 4.6266 5.0149
H 4.5335 3.2570 4.8688
H 1.5565 3.1607 5.4326
H 3.0418 2.8040 6.3516
H 3.7828 1.1953 4.6069
H 2.0471 1.1498 3.9799
H 2.3942 0.6106 5.5654
O -1.7604 5.8976 3.6265
C -0.9937 5.8144 2.5698
O -1.2444 6.3715 1.5095
O 0.0099 5.0895 2.6934
H -1.1951 5.4641 4.2700
O -4.3220 -1.4654 2.7078
C -3.1416 -1.2547 2.2068
O -2.9364 -1.5305 1.0284
O -2.1962 -0.8818 2.9190
H -4.6400 -1.4777 1.8020
O 3.3895 0.5313 -0.3297
C 4.5693 0.1245 -0.3763
O 5.3145 0.9149 -0.9931
O 4.8966 -0.8948 0.2789
H 3.8089 1.2749 -0.7687
O -1.9335 -2.8218 -4.3270
C -0.6628 -2.8105 -4.2776
O -0.1453 -1.8701 -3.6957
O -0.0391 -3.8169 -4.6068
H -2.0246 -1.8977 -4.0833
O -2.3839 0.1751 -3.2141
C -2.4923 1.0503 -2.2214
O -1.6447 1.0916 -1.3456
O -3.4902 1.7891 -2.3433
H -1.5751 -0.0660 -2.7565
O 6.8322 -2.3560 1.5328
C 7.3346 -3.4504 1.0243
O 6.9711 -3.7414 -0.1111
O 8.3249 -4.0163 1.5663
H 6.1552 -2.2179 0.8663
*
```

Calculated values
frontier orbital gap = 2.3 eV

Mulliken population analysis, charges in e, atoms 1 to 99: 2.767 -0.259 -0.584 0.230 0.289 0.442 -0.509 -0.760 -0.919 -0.426 0.437 0.073 0.321 -0.663 0.120 -0.217 0.060 0.382 0.446 -0.768 -0.242 0.742 0.050 0.023 0.746 0.144 1.139 -0.338 -0.100 2.304 0.156 -1.053 -0.624 -0.653 0.200 -0.510 0.540 0.397 -0.064 -1.038 0.427 -0.352 0.010 0.422 0.409 -1.039 0.230 0.390 0.469 0.431 0.330 0.382 -0.439 -1.100 -0.100 -0.285 0.059 -0.759 1.019 0.035 -0.843 -0.966 0.157 -0.038 0.465 0.424 0.342 0.403 -0.024 0.248 0.461 0.052 0.497 0.551 -0.950 0.447 -0.391 0.314 0.466 0.454 0.345 0.333 -1.149 -0.663 -0.622 -0.651 0.328 -0.569 -0.805 -0.249 -0.980 -1.064 0.390 0.303 0.301 0.358 0.412 0.397 0.310